[1]
{"formula": "C28H19ClN6O4PtS6", "method": "ωB97M-V with the def2-TZVPD basis set", "symbols": ["Pt", "Cl", "S", "S", "S", "S", "S", "S", "O", "O", "O", "O", "N", "N", "N", "N", "N", "N", "C", "C", "C", "C", "C", "C", "C", "C", "C", "C", "C", "C", "C", "C", "C", "C", "C", "C", "C", "C", "C", "C", "C", "C", "C", "C", "C", "C", "H", "H", "H", "H", "H", "H", "H", "H", "H", "H", "H", "H", "H", "H", "H", "H", "H", "H", "H"], "positions_angstrom": [[0.306, -1.024, 0.019], [-6.492, 3.703, -3.360], [-3.097, -6.748, -2.879], [3.427, -1.871, 1.222], [-1.260, -5.612, -0.843], [0.589, -3.550, 0.217], [-2.068, -3.977, -3.100], [-0.328, -1.704, -2.296], [-1.358, 0.777, 2.644], [-3.238, 2.536, 1.374], [-0.446, 0.958, 0.583], [0.704, -1.278, 2.231], [-2.082, -1.537, 0.524], [0.476, -1.950, 4.352], [1.103, 0.718, -1.384], [4.455, 0.543, -0.088], [2.554, -0.796, 0.216], [-2.680, -3.490, 4.671], [0.550, 2.788, -2.400], [-1.364, -2.248, 2.859], [-1.866, -1.890, 1.612], [-5.759, 2.239, -1.205], [-5.211, 0.714, 0.729], [-1.169, 1.341, 1.591], [-0.942, -3.246, -2.011], [-2.187, -5.526, -2.314], [1.751, 3.325, -1.973], [-0.543, -4.037, -0.922], [2.271, 1.220, -0.986], [-3.725, 3.980, -0.497], [5.875, -2.822, 0.400], [6.659, -0.355, -0.611], [3.120, 0.262, -0.227], [2.632, 2.531, -1.253], [-3.957, 2.835, 0.251], [-1.825, 2.705, 1.305], [-2.118, -2.918, 3.841], [0.253, 1.477, -2.061], [-4.502, 4.255, -1.615], [5.000, -1.748, 0.440], [-0.045, -1.792, 3.116], [-4.986, 1.947, -0.091], [7.157, -2.654, -0.104], [7.548, -1.422, -0.605], [5.393, -0.522, -0.078], [-5.510, 3.377, -1.958], [-0.164, 3.372, -2.962], [-4.331, 5.146, -2.202], [1.363, -1.514, 4.531], [6.953, 0.603, -1.023], [3.557, 2.949, -0.881], [-5.460, 0.967, 1.760], [-0.697, 1.026, -2.316], [-0.127, -2.170, 5.126], [-1.540, 3.058, 0.315], [-6.555, 1.568, -1.498], [2.001, 4.355, -2.185], [4.769, 1.354, -0.598], [-1.514, 3.434, 2.058], [-2.951, 4.675, -0.198], [-4.303, 0.111, 0.764], [7.846, -3.487, -0.111], [5.557, -3.785, 0.778], [8.544, -1.287, -1.006], [-6.017, 0.114, 0.310]], "mulliken_spin": [1.60, 0.00, 0.17, 0.01, 0.00, 0.56, 0.02, 0.57, 0.01, 0.00, 0.19, 0.17, 0.05, 0.01, 0.10, 0.00, 0.14, 0.00, 0.01, 0.01, 0.05, 0.00, 0.00, -0.01, 0.17, -0.02, 0.00, 0.13, 0.00, 0.00, 0.00, 0.00, 0.02, 0.00, 0.00, 0.02, 0.00, 0.00, 0.00, 0.00, 0.01, 0.00, 0.00, 0.00, 0.00, 0.00, 0.00, 0.00, 0.00, 0.00, 0.00, 0.00, 0.00, 0.00, 0.00, 0.00, 0.00, 0.00, 0.00, 0.00, 0.00, 0.00, 0.00, 0.00, 0.00], "s2": 6.0333, "multiplicity": 5, "lumo_energy_ev": [-1.19, -2.61], "gap_ev": [6.5, 5.3], "largest_force_ha_per_bohr": 0.00778, "e_above_lowest_kcal_mol": 21.4}

=====

[2]
{"formula": "C28H20AgN7", "method": "ωB97M-V with the def2-TZVPD basis set", "symbols": ["Ag", "N", "N", "N", "N", "N", "N", "N", "C", "C", "C", "C", "C", "C", "C", "C", "C", "C", "C", "C", "C", "C", "C", "C", "C", "C", "C", "C", "C", "C", "C", "C", "C", "C", "C", "C", "H", "H", "H", "H", "H", "H", "H", "H", "H", "H", "H", "H", "H", "H", "H", "H", "H", "H", "H", "H"], "positions_angstrom": [[-0.158, 0.000, 0.338], [2.299, 0.000, -0.062], [-0.626, 2.445, 0.215], [0.176, -2.290, 2.417], [-0.626, -2.445, 0.215], [0.445, 0.000, 2.869], [0.466, 0.000, -2.070], [0.176, 2.290, 2.417], [-0.629, -5.211, 0.377], [-0.178, 0.000, -4.371], [-0.971, 4.580, -0.821], [2.769, 0.000, -1.308], [-1.767, 0.691, 2.409], [-2.941, -1.414, 2.386], [-0.286, -4.459, 1.471], [-4.134, -0.697, 2.357], [-0.315, -1.100, 2.575], [2.130, 0.000, -3.761], [1.157, 0.000, -4.742], [-0.468, 0.000, -3.018], [-0.286, 3.053, 1.378], [4.522, 0.000, 0.788], [-1.767, -0.691, 2.409], [-4.134, 0.697, 2.357], [1.751, 0.000, -2.421], [-0.953, -3.203, -0.836], [-2.940, 1.414, 2.386], [-0.315, 1.100, 2.575], [-0.953, 3.203, -0.836], [3.146, 0.000, 0.963], [-0.286, -3.053, 1.378], [-0.285, 4.459, 1.471], [5.019, 0.000, -0.501], [4.133, 0.000, -1.568], [-0.628, 5.211, 0.377], [-0.971, -4.580, -0.821], [-1.210, 2.661, -1.741], [-5.078, -1.228, 2.345], [3.172, 0.000, -4.043], [-0.626, 6.293, 0.444], [4.513, 0.000, -2.578], [-0.005, -4.910, 2.412], [-1.234, -5.137, -1.708], [-2.935, 2.497, 2.391], [-1.210, -2.661, -1.741], [-0.972, 0.000, -5.104], [-1.497, 0.000, -2.673], [5.178, 0.000, 1.648], [-1.234, 5.137, -1.708], [1.439, 0.000, -5.787], [2.683, 0.000, 1.945], [-0.004, 4.910, 2.412], [-0.627, -6.293, 0.444], [6.086, 0.000, -0.684], [-2.935, -2.497, 2.391], [-5.078, 1.228, 2.345]], "nbo_charge": [0.90, -0.47, -0.56, -0.54, -0.56, -0.57, -0.46, -0.54, -0.15, -0.26, -0.31, 0.17, -0.04, -0.18, -0.27, -0.21, 0.45, -0.23, -0.16, 0.05, 0.37, -0.25, -0.15, -0.21, 0.18, 0.06, -0.20, 0.42, 0.06, 0.07, 0.37, -0.27, -0.16, -0.23, -0.15, -0.32, 0.19, 0.21, 0.22, 0.21, 0.21, 0.23, 0.22, 0.22, 0.19, 0.23, 0.20, 0.23, 0.22, 0.22, 0.25, 0.23, 0.21, 0.22, 0.23, 0.21], "multiplicity": 1, "lumo_energy_ev": -0.09, "gap_ev": 7.2, "largest_force_ha_per_bohr": 0.02639}

=====

[3]
{"formula": "C28H20BCl2N2O6", "method": "ωB97M-V with the def2-TZVPD basis set", "symbols": ["Cl", "Cl", "O", "O", "O", "O", "O", "O", "N", "N", "C", "C", "C", "C", "C", "C", "C", "C", "C", "C", "C", "C", "C", "C", "C", "C", "C", "C", "C", "C", "C", "C", "C", "C", "C", "C", "C", "C", "B", "H", "H", "H", "H", "H", "H", "H", "H", "H", "H", "H", "H", "H", "H", "H", "H", "H", "H", "H", "H"], "positions_angstrom": [[3.799, 3.090, 2.238], [4.527, 0.185, 1.362], [-1.800, -0.455, 0.945], [0.897, -3.160, -0.139], [-0.057, -0.416, -2.359], [1.144, 3.285, 3.487], [-0.630, 3.116, -0.459], [2.372, -1.524, 2.522], [-0.565, -2.226, 2.875], [-1.807, 1.250, 4.381], [0.579, -0.236, 1.700], [-0.996, -2.453, -2.253], [-3.911, 0.202, 0.727], [2.122, -3.550, 0.339], [2.413, -1.630, -0.793], [1.067, -2.014, -0.868], [-0.888, 1.194, 3.666], [0.253, 1.123, 2.749], [-0.820, -0.597, -3.488], [-3.095, -0.889, 0.875], [1.387, 3.501, -1.381], [3.110, -2.707, -0.160], [2.011, -0.501, 1.943], [-3.471, -2.280, 1.123], [2.009, -4.693, 1.212], [-3.067, 1.371, 0.749], [0.092, 3.970, -1.280], [-0.691, 5.180, -1.541], [-0.117, -1.381, 2.169], [0.235, 2.226, 0.173], [-0.762, 0.391, -4.539], [-0.004, -1.644, -1.690], [-1.422, -1.843, -3.466], [2.643, 1.843, 2.324], [2.946, 0.611, 1.830], [1.455, 2.359, -0.522], [1.348, 2.185, 2.948], [-1.759, 0.953, 1.009], [-0.428, 1.686, 1.487], [-4.548, -2.244, 1.331], [2.208, 3.910, -1.990], [-1.318, 5.387, -0.640], [-3.384, 2.385, 0.533], [2.065, -4.427, 2.275], [0.190, 0.385, -5.087], [-1.346, 5.016, -2.426], [-0.910, 1.393, -4.136], [1.004, -5.100, 1.063], [4.198, -2.857, -0.141], [-0.057, 6.060, -1.739], [-2.965, -2.723, 1.990], [2.780, -0.613, -0.968], [-1.550, 0.194, -5.271], [-3.361, -2.939, 0.252], [-2.035, -2.280, -4.251], [2.330, 1.703, -0.439], [-4.997, 0.147, 0.697], [2.754, -5.451, 0.982], [-1.175, -3.468, -1.933]], "nbo_charge": [0.05, 0.07, -0.45, -0.42, -0.41, -0.54, -0.44, -0.58, -0.42, -0.33, -0.39, -0.28, -0.33, 0.31, -0.31, 0.29, 0.33, -0.52, 0.29, 0.31, -0.31, -0.31, 0.56, -0.66, -0.67, -0.28, 0.26, -0.65, 0.32, 0.03, -0.65, 0.23, -0.32, -0.16, -0.08, -0.28, 0.56, 0.04, 0.67, 0.21, 0.22, 0.24, 0.22, 0.25, 0.22, 0.22, 0.23, 0.24, 0.23, 0.22, 0.26, 0.23, 0.22, 0.21, 0.22, 0.22, 0.21, 0.21, 0.22], "multiplicity": 1, "total_charge": -1, "lumo_energy_ev": 1.95, "gap_ev": 6.4, "largest_force_ha_per_bohr": 0.11941, "e_above_lowest_kcal_mol": 30.3}

=====

[4]
{"formula": "C28H20ClN5O14SZr", "method": "ωB97M-V with the def2-TZVPD basis set", "symbols": ["Zr", "Cl", "S", "O", "O", "O", "O", "O", "O", "O", "O", "O", "O", "O", "O", "O", "O", "N", "N", "N", "N", "N", "C", "C", "C", "C", "C", "C", "C", "C", "C", "C", "C", "C", "C", "C", "C", "C", "C", "C", "C", "C", "C", "C", "C", "C", "C", "C", "C", "C", "H", "H", "H", "H", "H", "H", "H", "H", "H", "H", "H", "H", "H", "H", "H", "H", "H", "H", "H", "H"], "positions_angstrom": [[-0.228, 0.068, 0.132], [-0.930, 1.942, -2.113], [-1.956, -1.879, 2.295], [-2.359, 2.075, -2.183], [-4.631, 0.112, -1.135], [-2.248, -0.511, 2.621], [-0.295, 2.578, -3.204], [-0.438, 2.425, -0.825], [-1.462, -2.692, 3.375], [5.997, 0.001, 0.012], [6.336, -1.556, 1.566], [-2.523, -0.574, -0.807], [0.170, 2.977, 3.016], [-0.590, 0.485, -2.092], [1.522, 0.817, -0.641], [3.699, 0.989, -1.034], [0.336, 1.090, 1.787], [0.594, -1.753, -1.157], [1.870, -1.076, 1.249], [-0.981, -1.850, 0.998], [-2.029, 1.366, 0.851], [3.714, -1.896, 2.085], [-3.774, -2.980, 0.494], [-3.440, 0.188, -0.572], [2.960, -0.510, 0.619], [-0.279, 2.154, 2.269], [-5.953, -3.711, 1.209], [5.589, -0.865, 0.913], [-3.489, -2.619, 1.803], [-2.672, 2.999, 2.436], [2.754, 0.509, -0.419], [-1.717, 2.220, 1.814], [2.366, -1.909, 2.146], [0.390, -2.993, -0.611], [2.068, -2.722, -2.764], [-0.754, -4.337, 1.008], [1.390, -1.633, -2.195], [-5.655, -3.346, 2.517], [1.875, -3.964, -2.239], [-5.015, -3.532, 0.202], [-0.472, -3.081, 0.517], [-4.310, 1.987, 1.007], [-0.154, -5.489, 0.456], [4.121, -1.014, 1.131], [1.000, -4.141, -1.144], [1.650, -2.788, 3.105], [-3.986, 2.881, 2.022], [-3.289, 1.250, 0.455], [0.720, -5.408, -0.584], [-4.419, -2.802, 2.822], [0.645, -2.431, 3.292], [-4.763, 3.465, 2.497], [-5.325, 1.851, 0.660], [-1.413, -4.455, 1.854], [-0.395, -6.454, 0.884], [-4.167, -2.521, 3.837], [-3.039, -2.836, -0.284], [2.192, -2.824, 4.050], [-2.361, 3.665, 3.228], [-6.388, -3.489, 3.301], [-5.247, -3.828, -0.813], [2.382, -4.827, -2.655], [1.581, -3.805, 2.711], [-4.603, -0.587, -1.810], [-6.920, -4.140, 0.975], [1.504, -0.637, -2.601], [4.365, -2.424, 2.648], [1.193, -6.290, -0.997], [2.729, -2.554, -3.602], [5.219, 0.491, -0.398]], "nbo_charge": [2.35, 2.55, 2.36, -0.81, -0.64, -0.95, -0.75, -0.80, -0.95, -0.66, -0.60, -0.60, -0.55, -0.87, -0.80, -0.64, -0.82, -0.54, -0.49, -1.06, -0.48, -0.48, -0.21, 0.83, 0.00, 0.78, -0.19, 0.78, -0.36, -0.18, 0.81, 0.15, 0.42, 0.21, -0.27, -0.21, 0.12, -0.23, -0.09, -0.21, 0.13, -0.18, -0.20, 0.01, -0.10, -0.67, -0.14, 0.10, -0.22, -0.12, 0.28, 0.23, 0.24, 0.24, 0.22, 0.23, 0.24, 0.23, 0.26, 0.22, 0.22, 0.22, 0.24, 0.51, 0.22, 0.24, 0.45, 0.22, 0.24, 0.52], "multiplicity": 1, "lumo_energy_ev": -0.87, "gap_ev": 7.9, "largest_force_ha_per_bohr": 0.01900}